Density functional theory data (ωB97M-V with the def2-TZVPD basis set) for a gas-phase ion, C5H11N2S (charge +1) at a distorted geometry.

Last column: Mulliken charge in e.
Element x y z (Å)
C (-0.95, -2.34, 0.11)  -0.273
C (-0.31, -2.52, -2.78)  -0.425
C (-0.24, -0.01, -0.05)  -0.373
C (1.53, 1.12, 1.22)  -0.776
C (-0.53, 2.33, 0.71)  -0.755
N (-0.58, -1.12, 0.42)  -0.277
N (0.09, 1.10, 0.98)  0.013
S (-1.24, -3.15, -1.51)  0.117
H (-1.12, -3.01, 0.87)  0.439
H (-0.37, -2.78, -3.85)  0.314
H (0.51, -1.83, -2.63)  0.274
H (-0.03, 0.24, -1.14)  0.305
H (1.76, 0.12, 1.51)  0.347
H (2.01, 1.46, 0.24)  0.336
H (1.77, 1.83, 2.09)  0.336
H (-0.32, 2.55, -0.38)  0.300
H (-1.55, 2.39, 0.94)  0.381
H (-0.07, 3.03, 1.51)  0.312
H (-0.36, 0.57, 1.75)  0.404

- HOMO level (alpha / beta) (Ha) = -0.420 / -0.434
- relative energy (zero: lowest compared OMol25 entry of this formula, charge and spin) (kcal/mol) = 114.0
- Kohn-Sham gap (alpha / beta) (eV) = 6.435 / 7.544
- E (a.u.) = -704.4089
- LUMO energy (alpha / beta) (eV) = -5.005 / -4.265
- total charge = +1